63
Properties=species:S:1:pos:R:3:lowdin_charge:R:1 method="wB97M-V/def2-TZVPD" e_tot_ev=-41686.0634 total_charge=+3 spin_multiplicity=1 e_lumo_ev=-11.627 fmax_ev_per_a=7.66
C -5.068 0.765 3.063 -0.078
C -4.123 1.721 2.344 -0.218
N -4.400 1.814 0.857 0.051
C -3.194 2.050 0.187 -0.186
C -2.900 3.385 -0.167 0.142
C -1.737 3.637 -0.824 -0.227
F -1.427 4.878 -1.172 0.138
C -0.852 2.657 -1.117 -0.085
C 0.409 2.926 -1.853 -0.058
C 1.548 3.347 -0.890 -0.331
C 2.686 2.405 -1.220 -0.261
O 1.266 3.288 0.480 0.042
C -1.103 1.308 -0.734 0.021
C -2.308 1.028 -0.097 -0.021
C -2.611 -0.385 0.258 -0.217
O -3.473 -0.729 1.029 0.162
C -1.798 -1.486 -0.432 -0.032
C -2.277 -2.752 -0.432 0.072
C -1.573 -3.781 -1.020 -0.187
C -2.034 -5.201 -1.022 0.002
C -0.354 -3.474 -1.613 0.025
C 0.152 -2.221 -1.615 -0.123
C 1.517 -2.031 -2.284 -0.076
O 2.693 -1.722 -1.444 -0.338
C 2.652 -2.265 -0.123 -0.152
C 4.054 -2.220 0.464 -0.141
O 4.636 -0.905 0.486 -0.234
C 3.920 -0.014 1.368 -0.288
C 3.960 -0.376 2.860 0.000
C -0.582 -1.167 -1.010 -0.046
C -0.099 0.192 -1.006 -0.160
O 1.114 0.427 -1.201 -0.127
H -5.126 1.022 4.120 0.082
H -6.055 0.768 2.603 0.085
H -4.725 -0.267 3.030 0.059
H -3.102 1.365 2.489 0.108
H -4.164 2.710 2.809 0.121
H -4.923 2.678 0.770 0.122
H -3.574 4.195 0.071 0.155
H 0.674 2.062 -2.430 0.096
H 0.256 3.729 -2.581 0.153
H 1.828 4.381 -1.102 0.175
H 2.935 1.805 -0.297 0.046
H 2.385 1.751 -2.104 0.008
H 3.647 2.923 -1.521 0.131
H 1.499 4.142 0.861 0.135
H -3.227 -2.991 0.028 0.152
H -1.713 -5.723 -1.920 0.098
H -3.104 -5.278 -0.851 0.101
H -1.537 -5.718 -0.194 0.112
H 0.197 -4.285 -2.076 0.143
H 1.793 -2.876 -2.913 0.147
H 1.385 -1.184 -2.977 0.125
H 1.987 -1.735 0.563 0.141
H 2.377 -3.319 -0.130 0.163
H 4.672 -2.830 -0.200 0.153
H 4.085 -2.716 1.432 0.146
H 2.867 0.151 1.082 0.099
H 4.425 0.967 1.283 0.130
H 4.052 -1.439 3.062 0.092
H 4.705 0.206 3.395 0.102
H 3.003 -0.067 3.286 0.104
La 3.785 0.474 -1.707 2.448